Density functional theory data (ωB97M-V/def2-TZVPD) for a structure of composition C25H18Cl7HfN3O3 at a distorted geometry.

Results
largest force on an atom: 5.0 eV/Å
E_tot: -125779.6817 eV
HOMO: -14.1 eV
Kohn-Sham gap: 7.17 eV

Structure (ORCA input):
```
! wB97M-V def2-TZVPD RIJCOSX def2/J DEFGRID3
* xyz 2 1
Hf -18.449 -0.589 -8.811
Cl -20.535 0.702 -8.020
C -21.974 -0.211 -8.743
Cl -21.528 -1.937 -8.828
H -22.151 0.184 -9.739
H -22.810 -0.116 -8.061
O -18.997 -1.633 -6.947
C -17.695 -1.443 -6.275
C -17.482 0.117 -6.327
O -16.842 0.630 -5.422
O -17.943 0.719 -7.375
C -16.804 -2.172 -7.160
C -15.556 -1.649 -7.641
C -14.600 -2.472 -8.241
C -14.894 -3.846 -8.389
C -16.120 -4.388 -7.956
C -17.051 -3.588 -7.337
C -17.669 -2.020 -4.831
C -18.792 -2.190 -4.025
C -18.668 -2.664 -2.751
C -17.380 -2.932 -2.232
C -16.242 -2.693 -2.991
C -16.379 -2.160 -4.275
H -19.751 -1.450 -6.336
H -15.289 -0.608 -7.538
H -13.679 -2.007 -8.606
H -14.132 -4.498 -8.846
H -16.399 -5.424 -8.212
H -18.015 -3.978 -7.008
H -19.815 -1.996 -4.409
H -19.536 -2.899 -2.151
H -17.315 -3.386 -1.220
H -15.218 -2.905 -2.640
H -15.527 -1.722 -4.838
N -16.183 4.092 -10.130
C -16.218 2.805 -10.499
C -17.004 1.896 -9.718
N -16.935 0.587 -9.959
C -16.137 0.150 -10.957
C -15.503 1.061 -11.773
N -15.527 2.391 -11.570
H -16.871 4.468 -9.497
H -15.636 4.780 -10.643
H -17.546 2.282 -8.872
H -15.943 -0.922 -11.094
H -14.986 0.755 -12.695
Cl -18.588 -2.699 -10.084
C -19.246 -1.407 -11.246
C -19.530 -0.104 -10.884
C -20.041 0.872 -11.739
Cl -20.395 2.475 -11.190
C -20.259 0.455 -13.059
Cl -20.942 1.524 -14.235
C -20.000 -0.863 -13.497
Cl -20.324 -1.375 -15.114
C -19.429 -1.775 -12.596
Cl -19.019 -3.394 -13.008
*
```